Entry 1:
Below is C20H18N2O3SSc as an isolated structure in a non-equilibrium geometry, with properties calculated with ωB97M-V/def2-TZVPD.

Cartesian coordinates (Å):
Sc  0.33  0.02  -0.39
C  -1.26  2.51  2.08
C  -0.55  1.19  1.99
C  0.84  1.09  2.12
C  1.48  -0.14  2.06
C  0.75  -1.31  1.85
C  -0.64  -1.23  1.72
C  -1.27  0.01  1.77
H  -2.17  2.41  2.67
H  -1.53  2.88  1.09
H  -0.62  3.26  2.55
H  1.41  1.99  2.27
H  2.56  -0.18  2.18
H  1.25  -2.27  1.82
H  -1.22  -2.13  1.58
H  -2.35  0.06  1.67
O  1.50  -0.21  -2.09
C  1.66  1.05  -1.90
O  1.82  1.39  -0.68
C  1.24  2.04  -2.90
C  2.04  2.56  -3.91
C  1.49  3.48  -4.78
C  0.16  3.85  -4.65
C  -0.64  3.32  -3.64
C  -0.11  2.39  -2.75
S  -1.16  1.70  -1.46
H  3.07  2.25  -4.00
H  2.10  3.90  -5.57
H  -0.27  4.57  -5.33
H  -1.68  3.61  -3.56
N  -1.81  -5.44  -4.70
C  -2.56  -4.77  -3.79
O  -3.75  -4.94  -3.64
C  -1.85  -3.73  -2.95
C  -0.49  -3.76  -2.67
C  0.05  -2.77  -1.87
N  -0.69  -1.79  -1.35
C  -2.00  -1.76  -1.63
C  -2.62  -2.71  -2.42
H  -2.28  -6.09  -5.30
H  -0.88  -5.14  -4.94
H  0.16  -4.55  -3.04
H  1.11  -2.76  -1.65
H  -2.57  -0.93  -1.22
H  -3.68  -2.67  -2.61

As for the HOMO energy: -10.86 eV. Its net charge is +1. The value obtained for the max |F| is 1.0 eV/A. Its relative energy (zero: lowest compared OMol25 entry of this formula, charge and spin) is 0.0000 eV. The value obtained for the HOMO-LUMO gap is 0.26687 hartree.

Here are the Löwdin charges for atoms 1 to 5, given in e: 0.88, -0.02, -0.28, -0.04, -0.06

Entry 2:
Below is C27H49BN6ORu as an isolated structure in a non-equilibrium geometry, with properties calculated with ωB97M-V/def2-TZVPD.

Cartesian coordinates (Å):
Ru  -1.11  -0.46  -1.22
C  -0.96  1.25  -4.19
C  -0.11  2.44  -3.72
C  1.09  2.64  -4.65
C  0.35  2.27  -2.29
C  1.06  3.19  -1.57
C  1.27  2.62  -0.32
C  2.13  3.38  0.70
C  2.45  2.70  2.03
C  3.50  3.73  0.06
N  0.61  1.40  -0.29
N  0.11  1.21  -1.52
B  0.42  0.31  0.86
N  -1.10  -0.02  1.24
N  -1.80  -1.00  0.67
C  -3.01  -1.10  1.25
C  -3.08  -0.18  2.27
C  -1.87  0.48  2.26
C  -1.57  1.55  3.29
C  -1.31  2.90  2.62
C  -0.47  1.13  4.28
C  -4.09  -2.08  0.85
C  -5.38  -1.33  0.49
C  -3.64  -2.96  -0.32
N  1.08  -0.99  0.36
N  0.59  -1.48  -0.76
C  1.26  -2.59  -1.10
C  2.23  -2.83  -0.15
C  2.09  -1.81  0.78
C  2.98  -1.79  2.02
C  4.41  -1.37  1.63
C  2.48  -1.00  3.23
C  0.98  -3.44  -2.31
C  -0.16  -2.85  -3.16
C  0.61  -4.87  -1.89
H  -1.32  1.42  -5.22
H  -1.84  1.12  -3.53
H  -0.36  0.32  -4.17
H  -0.75  3.35  -3.77
H  1.75  1.75  -4.63
H  1.67  3.53  -4.35
H  0.74  2.80  -5.70
H  1.41  4.15  -1.93
H  1.62  4.34  0.93
H  3.01  1.76  1.83
H  1.55  2.53  2.63
H  3.10  3.35  2.65
H  4.05  2.80  -0.21
H  4.12  4.33  0.75
H  3.38  4.34  -0.86
H  0.96  0.65  1.80
H  -3.92  -0.02  2.94
H  -2.47  1.69  3.92
H  -0.46  2.86  1.92
H  -1.12  3.68  3.39
H  -2.21  3.20  2.04
H  0.51  0.99  3.83
H  -0.76  0.18  4.78
H  -0.36  1.91  5.07
H  -4.30  -2.73  1.72
H  -5.20  -0.65  -0.38
H  -5.73  -0.72  1.35
H  -6.18  -2.05  0.22
H  -3.43  -2.33  -1.22
H  -4.44  -3.69  -0.58
H  -2.73  -3.53  -0.05
H  2.93  -3.65  -0.13
H  3.01  -2.84  2.38
H  4.41  -0.32  1.27
H  4.80  -2.03  0.83
H  5.08  -1.45  2.51
H  2.55  0.08  3.07
H  3.14  -1.22  4.10
H  1.45  -1.31  3.48
H  1.89  -3.48  -2.94
H  -1.10  -2.80  -2.57
H  -0.34  -3.48  -4.06
H  0.12  -1.83  -3.49
H  -0.30  -4.87  -1.25
H  1.45  -5.33  -1.31
H  0.43  -5.50  -2.78
O  -3.14  -0.67  -1.21
H  -3.47  0.10  -1.73
H  -3.40  -0.47  -0.28
H  -1.80  0.65  -2.50

The spin multiplicity is 6. As for the HOMO energy (spin up / spin down): -9.28 / -11.69 eV. Its net charge is +1. The value obtained for the max |F| is 5.2 eV/A. The value obtained for the HOMO-LUMO gap (spin up / spin down) is 0.27744 / 0.26956 hartree.

Here are the Löwdin charges for atoms 1 to 5, given in e: 1.44, -0.12, -0.36, -0.06, -0.24

Entry 3:
Below is a 2-piece molecular cluster, C3H9NO2 overall in a non-equilibrium geometry, with properties calculated with ωB97M-V/def2-TZVPD.

Cartesian coordinates (Å):
C  -1.29  0.53  -3.65
C  -1.61  0.76  -2.38
O  -0.73  0.79  -1.35
H  -2.10  0.64  -4.36
H  -0.28  0.52  -4.03
H  -2.63  0.63  -2.03
H  -1.14  0.59  -0.52
N  1.99  -0.80  2.84
C  0.67  -0.70  2.30
O  0.60  0.02  1.07
H  2.37  -1.72  2.84
H  2.53  -0.08  3.25
H  0.34  -1.71  2.09
H  0.02  -0.17  3.00
H  1.27  0.71  0.94

The SMILES is C=CO.NCO. As for the HOMO energy: -8.74 eV. Its net charge is 0. The value obtained for the max |F| is 2.2 eV/A. Its relative energy (zero: lowest compared OMol25 entry of this formula, charge and spin) is 2.5417 eV. The value obtained for the HOMO-LUMO gap is 0.35483 hartree.

Here are the Löwdin charges for atoms 1 to 5, given in e: 0.00, -0.28, -0.01, 0.04, 0.05

Q: Look up the net charge of the second one.
A: +1

Q: Which value of max |F| does entry 3 give?
A: 2.2 eV/A